Below is a molecular structure, C25H35N6O4OsP2SSe in a non-equilibrium geometry, with properties calculated with ωB97M-V/def2-TZVPD.

```
75
C25H35N6O4OsP2SSe | the Open Molecules 2025 dataset | ωB97M-V/def2-TZVPD
Os -0.05601 -0.50278 0.07116
N -3.21965 1.79961 2.99084
C -2.69813 1.36978 1.82734
S 0.14318 -0.38092 2.12419
N -2.80563 0.10502 1.50870
N -2.16013 -0.23466 0.33192
C -2.90837 -0.48877 -0.66932
C -2.25714 -0.99448 -1.86305
C -2.93472 -1.25942 -3.03765
C -2.24186 -1.82113 -4.09767
C -0.89761 -2.12096 -3.93993
C -0.28178 -1.81667 -2.74231
N -0.93301 -1.23975 -1.72363
H -3.44930 2.77967 3.03067
H -3.81270 1.16424 3.49888
H -3.97906 -0.34618 -0.61260
H -3.98618 -1.02287 -3.10720
H -2.74683 -2.03195 -5.02973
H -0.32459 -2.58233 -4.73043
H 0.76058 -2.02576 -2.56921
C 2.55624 -2.43810 1.06753
P 2.38691 -1.02068 -0.06533
C 3.16973 0.37877 0.85462
N 3.82317 0.02375 1.92205
C 4.30171 1.01471 2.72683
C 5.04198 0.68451 3.88272
C 5.48543 1.68558 4.69896
C 5.20741 3.04108 4.39833
C 4.49979 3.37924 3.28098
C 4.03876 2.36001 2.41639
N 3.35625 2.70079 1.28981
C 2.93876 1.75271 0.49859
P 2.15912 2.17790 -1.13419
C 0.42571 2.44019 -0.61407
C 2.70739 3.91458 -1.52646
C 4.23844 3.94748 -1.56185
C 2.15048 5.00349 -0.60966
C 2.18579 4.15872 -2.95224
C 3.63009 -1.51177 -1.41228
C 3.14038 -2.70110 -2.24393
C 3.99396 -0.38145 -2.37190
C 4.90711 -1.93985 -0.66785
H 3.53311 -2.41813 1.54386
H 2.43566 -3.36163 0.50056
H 1.79264 -2.40805 1.83939
H 5.23734 -0.35769 4.09280
H 6.05528 1.44746 5.58653
H 5.56435 3.81335 5.06596
H 4.28010 4.40688 3.02675
H 0.28238 2.91405 0.35193
H -0.08727 1.44572 -0.58717
H -0.13574 2.97802 -1.37922
H 4.67305 3.79613 -0.57524
H 4.56677 4.92401 -1.92255
H 4.63969 3.19393 -2.24429
H 2.45127 4.85894 0.42410
H 1.06139 5.05169 -0.65695
H 2.53115 5.97061 -0.94621
H 2.52883 3.39434 -3.65173
H 2.55659 5.12410 -3.30142
H 1.09637 4.20023 -2.98822
H 2.46674 -2.38097 -3.03788
H 2.67510 -3.49532 -1.65768
H 4.00648 -3.13962 -2.74265
H 3.13468 0.00528 -2.91366
H 4.71010 -0.78553 -3.09077
H 4.47073 0.45583 -1.86163
H 4.80353 -2.91010 -0.18625
H 5.23007 -1.21363 0.07754
H 5.70023 -2.02734 -1.41208
O -2.28081 4.42834 -0.47263
Se -3.08992 3.05975 -0.33882
O -2.84365 1.97032 -1.50298
O -2.07374 2.27164 1.09889
O -4.53801 3.06617 0.34120
```

Summary:
E_tot = -140839.454 eV
gap between HOMO and LUMO (spin up / spin down) = 5.3 / 5.3 eV
2S+1 = 1
charge = +1
relative energy (zero: lowest compared OMol25 entry of this formula, charge and spin) = 4.037 eV

Charges per atom according to Mulliken partitioning, unit e: 0.6216, -0.4028, 0.6341, -0.0871, -1.2499, 0.8739, -0.4540, 0.7330, -0.7616, -0.4393, -0.5716, 0.5586, -0.3008, 0.2826, 0.2394, 0.3679, 0.4634, 0.4626, 0.4538, -0.4082, -1.4185, 0.7752, -0.0048, -0.2972, 0.4354, -0.5714, -0.5570, -0.5316, -0.7067, 0.0793, 0.1870, 0.0747, 0.2744, -0.9861, 1.7870, -1.7428, -1.7126, -1.7695, 2.2157, -2.0925, -2.1017, -1.8011, 0.4423, 0.2963, 0.5059, 0.4810, 0.4250, 0.4191, 0.4903, 0.5366, -0.4981, 0.6541, 0.2949, 0.5380, 0.3220, 0.1685, 0.3197, 0.5692, 0.3834, 0.5173, 0.3507, 0.6472, 0.2890, 0.5567, 0.3276, 0.6391, 0.3928, 0.3870, 0.3267, 0.5592, -0.5601, 1.1667, -0.5070, -0.3523, -0.6399